[1]
A structure of composition C5H7NO, computed with the ωB97M-V functional and the def2-TZVPD basis.

Values from the calculation:
Kohn-Sham gap, eV: 8.71
Energy above the lowest of the compared OMol25 structures with the same formula, charge and spin, kcal/mol: 151.1
Multiplicity: 1
Energy, Ha: -324.4836
HOMO energy, eV: -7.96
LUMO level, eV: 0.75

```
14
Properties=species:S:1:pos:R:3:nbo_charge:R:1
C 0.36146 -1.81805 -0.17400 -0.363
C 0.66945 -0.77126 0.77175 -0.543
C -0.15691 1.07645 -0.34634 0.013
C -0.93678 2.21306 0.12128 -0.113
O 0.41783 2.34943 -0.32753 -0.472
C -0.35523 0.22830 -1.43230 0.238
N -0.39254 -0.86761 -1.88815 -0.410
H -0.55214 -2.38682 -0.04395 0.238
H 0.93913 -1.97274 1.09607 0.305
H 1.14946 -2.26039 -0.76926 0.241
H -0.01868 -0.50533 1.56442 0.248
H 1.65288 -0.31280 0.77103 0.253
H -1.68060 2.66818 -0.53268 0.186
H -1.09734 2.35957 1.18965 0.179
```


[2]
A cluster of 2 separate species, C9H13N4 in total at a distorted geometry, computed with the ωB97M-V functional and the def2-TZVPD basis.

Values from the calculation:
Kohn-Sham gap, eV: 8.98
Energy above the lowest of the compared OMol25 structures with the same formula, charge and spin, kcal/mol: 104.8
Multiplicity: 1
Energy, Ha: -569.3831
HOMO energy, eV: -12.38
LUMO level, eV: -3.40
Total charge: +1

```
26
Properties=species:S:1:pos:R:3:nbo_charge:R:1
C 3.37145 1.16215 0.16814 -0.163
C 2.47847 1.43976 -0.87435 -0.214
C 3.26001 -0.09060 0.83989 -0.192
C 1.36886 0.61378 -1.01158 -0.145
C 2.12608 -0.84414 0.73557 -0.189
C 1.21073 -0.54181 -0.25492 -0.221
C -0.05276 -1.21496 -0.56688 0.350
C -1.82014 -0.05549 -0.82162 0.666
C -3.16084 1.28582 0.46519 -0.417
N -0.16868 -2.50857 -0.56645 -0.697
N -2.41106 -0.18699 -1.86099 -0.705
N -1.98424 0.38514 0.42393 -0.310
N -1.40516 -0.28774 1.49975 -0.631
H 4.39655 1.68889 0.35480 0.247
H 2.50719 2.45122 -1.33452 0.240
H 4.02663 -0.37229 1.58726 0.234
H 0.53862 0.85609 -1.63466 0.215
H 1.88625 -1.59681 1.37695 0.214
H -3.50641 1.36144 -0.57003 0.244
H -3.93947 0.78585 1.15087 0.208
H -2.86506 2.19220 0.95559 0.222
H 0.61360 -3.15748 -0.51022 0.403
H -2.62111 -0.11625 -2.82309 0.459
H -2.16041 -0.55401 2.22131 0.384
H -0.97119 -2.98471 -0.96612 0.416
H -0.71792 0.28950 2.01617 0.380
```


[3]
A structure of composition C35H54N3O2RuSSe2, computed with the ωB97M-V functional and the def2-TZVPD basis.

Values from the calculation:
Kohn-Sham gap (alpha / beta), eV: 6.11 / 5.12
Energy above the lowest of the compared OMol25 structures with the same formula, charge and spin, kcal/mol: 42.3
Multiplicity: 6
Energy, Ha: -6976.6182
HOMO energy (alpha / beta), eV: -6.07 / -7.01
⟨S²⟩: 8.79
LUMO level (alpha / beta), eV: 0.04 / -1.89

```
98
Properties=species:S:1:pos:R:3:mulliken_spin:R:1
Ru 0.37985 2.49154 -0.36815 3.157
C -1.57588 -4.66287 -3.21517 0.001
C -0.69856 -3.60504 -3.89660 -0.001
C 0.71612 -4.16708 -4.02981 0.001
C -1.24459 -3.32373 -5.30127 0.001
C -0.72421 -2.31754 -3.07612 0.038
C 0.41055 -1.74714 -2.52477 -0.017
C 0.30007 -0.56891 -1.79565 -0.049
Se 1.78711 0.13917 -0.84541 0.235
C 1.28225 -0.48118 0.88230 -0.008
C 1.51352 -1.82283 1.17311 -0.014
C 1.02945 -2.36235 2.34696 0.038
C 0.32424 -1.49864 3.19396 -0.013
C 0.08357 -0.15716 2.94158 -0.030
C 0.59283 0.37536 1.73312 0.062
O 0.41256 1.66548 1.42671 0.078
C -0.71072 0.69528 3.93452 -0.019
C 0.22407 1.75030 4.53334 -0.028
C -1.91256 1.36439 3.25028 0.041
C -1.26605 -0.14121 5.09105 0.001
C 1.19163 -3.83234 2.72503 -0.001
C -0.19584 -4.47305 2.85597 0.002
C 1.98224 -4.60626 1.67076 0.001
C 1.92716 -3.94387 4.06535 0.002
C -0.91572 0.06581 -1.59011 0.099
O -0.97440 1.20152 -0.88057 0.036
C -2.09206 -0.50889 -2.09667 0.016
C -1.94583 -1.67651 -2.83196 -0.007
C -3.45774 0.11736 -1.81222 0.003
C -3.52392 1.53162 -2.40681 0.000
C -3.68618 0.17197 -0.29359 0.008
C -4.59868 -0.70053 -2.42115 0.000
H -1.55445 -5.59529 -3.78289 0.000
H -2.61557 -4.34109 -3.14466 0.000
H -1.22103 -4.86918 -2.20370 0.000
H 0.69055 -5.08568 -4.61801 0.000
H 1.14954 -4.40969 -3.05749 0.000
H 1.38411 -3.46850 -4.53745 0.000
H -1.23186 -4.23443 -5.90331 0.000
H -0.64062 -2.56964 -5.80892 0.000
H -2.27289 -2.96125 -5.26637 0.000
H 1.38293 -2.20585 -2.63632 -0.008
H 2.04621 -2.42722 0.45249 -0.011
H -0.07514 -1.91616 4.10668 -0.001
H 0.57523 2.45550 3.78431 0.001
H 1.08029 1.26723 5.01275 -0.002
H -0.30473 2.33298 5.29016 0.002
H -1.61224 2.03287 2.44973 -0.018
H -2.46429 1.95410 3.98420 0.002
H -2.58969 0.60674 2.84627 0.000
H -0.47938 -0.60932 5.68706 0.000
H -1.95042 -0.91884 4.74558 0.000
H -1.82539 0.51934 5.75448 0.000
H -0.74635 -4.40237 1.91587 0.000
H -0.79255 -3.98711 3.62900 0.000
H -0.10242 -5.52843 3.12070 0.000
H 1.47728 -4.59899 0.70259 0.000
H 2.08564 -5.64697 1.98187 0.000
H 2.98619 -4.19908 1.53668 0.000
H 1.38087 -3.44499 4.86698 0.000
H 2.91888 -3.49163 4.00475 0.000
H 2.04665 -4.99224 4.34587 0.000
H -2.83859 -2.12990 -3.24003 0.000
H -2.76967 2.18816 -1.97691 0.002
H -4.50685 1.96587 -2.21393 0.001
H -3.37460 1.50020 -3.48812 -0.002
H -2.94715 0.79033 0.21239 -0.009
H -3.64441 -0.83178 0.13586 -0.002
H -4.67706 0.58318 -0.09082 0.000
H -4.53227 -0.75845 -3.50964 0.000
H -5.54448 -0.21600 -2.17563 0.000
H -4.63671 -1.71615 -2.02220 0.000
C 3.57176 4.16878 -0.97584 -0.011
C 4.10625 3.55352 0.30495 0.011
N 3.02494 2.99600 1.09369 0.031
C 2.10045 3.95398 1.62270 0.060
C 0.59725 5.59255 0.30481 -0.004
S -0.28466 3.65842 -2.26233 0.296
C 1.14356 4.52244 -2.95881 0.001
C 2.35688 3.61739 -3.03139 0.006
N 2.75524 3.19696 -1.69465 0.069
H 2.96308 5.04624 -0.74986 -0.007
H 4.41465 4.51640 -1.58918 0.008
H 4.80493 2.74886 0.06054 -0.001
H 4.67442 4.32601 0.84460 0.001
H 3.32843 2.34122 1.79894 0.004
H 1.65541 3.59616 2.54629 -0.008
H 2.56506 4.93358 1.80872 -0.006
H 0.34906 5.72544 -0.74187 0.008
H 1.26988 6.33360 0.73620 0.001
H 0.85408 4.83706 -3.96239 0.001
H 1.36809 5.42838 -2.39386 0.018
H 2.10028 2.72479 -3.60534 -0.001
H 3.17446 4.13352 -3.55354 0.003
H 3.26170 2.31980 -1.74569 -0.005
Se -0.75086 5.07738 2.93317 0.481
C -0.27181 4.85246 1.20318 0.477
N 0.97961 4.18614 0.67908 -0.022
```